Formula: C23H25F10O22P
Source: the Open Molecules 2025 dataset
Level of theory: ωB97M-V with the def2-TZVPD basis set

The total energy comes out at -3886.66432 Eh. As for the net charge: 0. As for the structure (SMILES): O=C1OC[C@@H](F)O1.O=C1OC[C@@H](F)O1.O=C1OC[C@@H](F)O1.O=C1OC[C@@H](F)O1.O=C1OC[C@@H](F)O1.O=C1OC[C@@H](F)O1.O=C1OC[C@@H](F)O1.FC(F)(F)OCP.

Geometry as XYZ:
```
81
C23H25F10O22P ωB97M-V with the def2-TZVPD basis set
H 1.2419 4.9986 4.2494
H 4.9493 3.2834 3.2052
H -6.2665 -7.3543 -6.0947
O -6.4830 -9.0957 -3.9459
H -2.5720 8.0218 5.3829
C 5.9640 1.0446 -2.7362
F -5.9893 -2.7115 1.9551
C -2.3788 -4.6364 -3.6539
O -2.3724 -3.7216 -4.4606
O -1.3031 -1.8799 -0.1472
F 10.0629 4.5898 2.7181
H 7.6564 3.9500 3.6464
C -2.5108 7.4571 4.4466
H -5.1289 -2.4076 0.1654
C 7.5406 3.7108 2.5002
O 0.2700 -2.7374 -1.5613
H 7.4326 4.7006 1.8448
O 0.7633 6.7406 3.8465
O -1.2748 -5.3535 -3.3023
O -0.7519 8.3635 3.3172
O -5.4930 -7.0807 -4.2105
F -8.1279 -8.8663 -5.4481
C -0.5573 -1.7558 -1.1044
C -1.6365 -6.0267 -2.1179
O -6.0420 1.2558 -0.0378
H -2.4878 7.9129 2.3133
C -6.6069 -7.1234 -5.0797
F -2.6351 9.5690 3.4409
F 10.9323 2.5809 1.5688
C -7.4369 -8.2111 -4.4884
C 5.6661 2.7473 -1.3312
H -0.1014 2.2387 4.1090
H -0.0237 -2.7558 -3.5955
H -3.3712 -7.1079 -2.8293
C 0.6539 -2.3219 -2.8524
F -0.7553 3.9254 3.2353
C 2.3427 2.7650 2.9956
C 9.9116 3.1126 2.5420
O -0.4554 -0.6166 -1.8549
H 4.0842 1.9249 -3.4075
H -3.3391 -1.5881 1.5755
O 5.8992 3.6998 -0.6057
C 1.2080 3.9362 4.5130
H 6.2507 0.9108 -3.7827
H 6.2509 1.3687 2.6651
H 0.3810 -0.3726 -3.7371
O -3.4941 -5.0625 -2.9860
C 0.2777 3.1568 3.6477
O 2.4594 3.3431 4.2299
H -4.4721 -0.9239 2.7748
H 0.9625 3.8459 5.5746
H -3.6170 -6.2507 -1.2905
F 10.1422 2.4486 3.8682
F 3.8003 0.2170 -2.3885
C -2.1600 8.3138 3.2784
H 1.5214 -0.3981 -2.3726
P 5.8769 2.7279 2.2498
C 0.5992 -0.8346 -2.7705
C -0.3712 7.1867 3.8889
H 6.2739 0.1592 -2.1710
C -5.4191 -1.8631 1.0703
H -7.1293 -6.1630 -5.0949
H -1.3396 -5.4292 -1.2494
O -6.3594 -0.8657 0.7422
O -4.5131 -8.6604 -2.8782
O 6.5793 2.1914 -2.1847
F 1.9175 -2.7463 -3.0781
O 8.5934 2.8257 1.9559
O 3.2676 2.2462 2.3930
C -5.4185 -8.3110 -3.6171
O -4.3508 0.1343 1.0173
H -8.1194 -7.8767 -3.6998
O -1.4183 6.5624 4.5097
O 4.4623 2.1122 -1.3960
C 4.5133 1.3495 -2.5803
O 1.0657 2.8326 2.5249
C -3.1090 -6.2112 -2.2578
C -4.3083 -1.0992 1.7062
C -5.6221 0.2599 0.5278
F -1.0011 -7.2197 -2.0951
H -3.4508 6.9183 4.2999
```

Löwdin population analysis, charges in e, atoms 1 to 4:
1. H 0.103
2. H -0.083
3. H 0.153
4. O 0.153

***

Formula: C23H25F5InN6O6S
Source: the Open Molecules 2025 dataset
Level of theory: ωB97M-V with the def2-TZVPD basis set

As for the energy relative to the best compared isomer or geometry (same formula, charge and spin): 25.3 kcal per mole. The total energy comes out at -2758.87100 Eh. As for the net charge: -1.

Geometry as XYZ:
```
67
C23H25F5InN6O6S ωB97M-V with the def2-TZVPD basis set
H -3.2153 -0.2263 1.5771
O -0.0195 2.5906 -3.0379
S -1.7649 -0.1040 -1.8191
N 1.8610 0.7305 -1.1606
C 2.5774 -1.3901 -0.5721
C -0.6503 3.3344 -3.7698
C 4.2640 0.6345 -0.5636
C -2.3933 -1.7410 -1.8270
C 0.2188 2.7239 1.3713
C 0.7980 0.9340 2.9957
H 1.6419 -0.2934 4.5866
H 0.6707 4.7606 1.9788
O 2.2081 2.0344 -1.3510
O -1.3073 -1.6198 1.2145
C -0.9203 -6.1933 3.2968
C -1.3833 5.3058 -5.1354
C 0.1961 -4.0655 3.5361
N -1.7502 -2.8027 -1.3823
H 4.8583 0.0018 0.1531
C -0.5415 5.7982 -4.0272
N 0.3598 -0.0660 2.2654
C -2.1116 3.2167 -4.0909
H 1.4410 2.9689 3.1121
C -0.7335 -3.4598 2.6786
H -0.8117 4.5174 0.9117
F -3.2888 5.2281 -3.8012
H 0.9324 -5.8648 4.3439
F 0.9563 4.3142 -5.3217
H 0.9896 -3.4529 3.8979
N -3.6186 -1.8745 -2.3323
In -0.1374 -0.1405 0.1766
H 4.7530 0.7176 -1.5733
H 4.0632 1.5844 -0.1028
F -0.8762 6.2110 -2.7851
C 2.8754 0.0423 -0.7547
H -3.9801 -2.7670 -2.5813
H -0.9512 -7.2702 3.5604
O -3.8996 0.4207 1.3535
C 0.2629 4.2145 1.1215
C -0.6106 -2.0259 2.2417
C 1.2500 0.7066 4.3851
C 0.9296 2.2701 2.4859
H 4.6178 -2.0789 -0.6339
N 0.2650 -1.2796 2.8650
H -3.4426 1.0723 0.8278
H 1.9635 1.4551 4.7289
C 0.1489 -5.4032 3.7859
H 3.3949 -3.3036 -0.0677
O -0.4693 1.9798 0.5694
H 0.4351 0.8147 5.1239
H 1.4246 2.4059 -1.8399
C -1.8936 -5.5884 2.5195
F -1.4714 5.8947 -6.3876
F -1.9115 2.5258 -5.4322
C -0.1398 4.4970 -4.5200
H -4.0474 -1.0801 -2.7431
H -2.4524 -3.7994 1.5362
H 3.4319 -2.8963 -1.7214
C -1.7679 -4.2593 2.1513
N 1.3473 -1.6987 -0.3292
O 0.9117 -2.9529 -0.4819
H 0.8719 4.4313 0.2607
C -2.3426 4.5811 -4.3932
H -2.6749 -6.2014 2.0854
H -2.1681 -3.7071 -1.4066
C 3.5924 -2.4606 -0.7402
H -0.7659 -2.8515 -1.0118
```

Löwdin population analysis, charges in e, atoms 1 to 4:
1. H 0.008
2. O 0.067
3. S 0.745
4. N 0.000

***

Formula: C23H25MoN2OS
Source: the Open Molecules 2025 dataset
Level of theory: ωB97M-V with the def2-TZVPD basis set

As for the energy relative to the best compared isomer or geometry (same formula, charge and spin): 13.3 kcal per mole. The total energy comes out at -1542.31213 Eh. As for the net charge: +1. As for the spin multiplicity: 3.

Geometry as XYZ:
```
53
C23H25MoN2OS ωB97M-V with the def2-TZVPD basis set
H -1.3852 -3.2339 -1.0811
C 0.9198 1.9461 -2.4532
H 2.7324 -1.7081 1.4002
C -1.4311 -1.9499 3.3894
H -3.0853 -0.8000 2.3558
C 0.9689 0.7746 -3.2205
C 3.3418 2.0101 -2.4023
H -1.7840 -2.0033 4.4164
C 1.8358 1.3573 2.4598
H 1.8021 2.2127 3.1260
H -0.1538 -1.9873 -1.4283
C -1.9097 -1.2767 -0.3003
H -3.6388 -2.5553 -0.0296
C -0.2406 -2.3891 1.4505
H 4.2597 2.5074 -2.0863
N -0.2044 0.3863 3.7915
H 4.3550 0.3857 -3.4077
C -1.4076 -1.5950 1.0896
H 0.4351 -3.1989 3.4232
C -1.5387 0.2074 -0.5999
N -1.5522 1.8185 -2.5050
H 2.0462 3.5067 -1.5029
C -0.3104 0.5579 4.9823
C -2.1399 0.7520 -1.8792
C -1.2334 -2.1784 -1.3454
H 0.0387 0.3241 -3.5792
H -0.4369 2.7055 -0.9571
O -3.1458 0.2447 -2.3627
H 2.2233 -0.7154 -4.1359
H -1.8761 0.8715 0.2208
H -3.8069 -1.3341 -1.3288
C 2.4157 0.0751 2.7266
H 1.6508 -0.1689 -0.5304
H -2.0828 2.1821 -3.2859
H 0.4270 -2.8597 0.7322
C 2.2071 0.2050 -3.5508
C -0.2703 -2.5899 2.8679
H -1.6921 -1.9969 -2.3252
C -0.3974 2.5848 -2.0537
C 1.3860 1.3686 1.0981
H 0.9743 2.2194 0.5649
S -0.4601 0.7700 6.5370
Mo 0.1092 -0.1972 2.0387
H -0.4633 3.5935 -2.4884
C 3.3923 0.8230 -3.1426
C -2.1259 -1.3205 2.3152
C 1.7191 0.0842 0.5215
H 2.9192 -0.2189 3.6438
C -3.4278 -1.5187 -0.3221
H -0.4421 0.3083 -0.6892
H -3.9455 -0.8422 0.3653
C 2.3187 -0.7168 1.5455
C 2.1100 2.5724 -2.0683
```

Löwdin population analysis, charges in e, atoms 1 to 4:
1. H 0.102
2. C -0.235
3. H 0.132
4. C -0.071

***

Formula: C23H25N3O3S
Source: the Open Molecules 2025 dataset
Level of theory: ωB97M-V with the def2-TZVPD basis set

As for the energy relative to the best compared isomer or geometry (same formula, charge and spin): 32.8 kcal per mole. The total energy comes out at -1679.63198 Eh. As for the net charge: 0. As for the structure (SMILES): CCc1ccc(NC(=O)CSc2nnc(COc3ccc4c(c3)CCCC4)o2)cc1.

Geometry as XYZ:
```
55
C23H25N3O3S ωB97M-V with the def2-TZVPD basis set
O -1.8292 5.2879 0.1995
N -1.7009 1.9436 -2.8388
H 3.0051 1.6885 4.0256
H -0.5832 -3.3080 2.0397
C -1.7542 -2.6044 0.4016
N -0.7784 3.4491 -0.6641
H 1.8904 -1.6915 -2.5776
H 3.0793 0.0763 4.7455
C 2.7541 -3.9024 -0.0214
C -1.7466 -2.1022 -0.8975
O -3.6814 1.0452 -2.5430
C -1.5786 4.5374 -0.7152
C 1.1724 0.5552 3.8363
C 1.9902 -1.9731 -1.5288
C -0.2813 2.7956 0.4738
H 0.2961 3.1329 3.7782
C -2.9572 2.1784 -2.5780
N -1.5787 0.6094 -2.9686
H 2.2321 -4.8563 -0.1175
H 1.8615 -3.5790 1.9259
C -2.1972 4.7405 -2.1040
H -0.5348 4.4124 1.8519
C 0.6458 1.3386 2.6681
H -2.5576 5.7641 -2.1923
H -1.5197 4.4900 -2.9172
H 0.8713 -0.2739 1.2774
C 0.2504 2.6622 2.8066
S -3.6966 3.7016 -2.2770
H 3.8972 -2.9596 -1.6117
C -0.5400 -1.8946 -1.5506
H -2.4776 -1.9119 -3.4490
H 2.5539 -3.9452 -2.1713
C 2.8615 -3.2333 -1.4039
H 0.7451 0.9396 4.7642
H -0.6893 2.9059 -1.5212
C 0.5829 0.7578 1.4071
H 3.1427 0.2688 2.9900
H 2.4851 -1.1465 -1.0093
C -2.7455 0.0908 -2.7907
H 0.8831 -0.4929 3.7331
C -0.2134 3.3920 1.7270
C 1.9778 -3.0423 0.9831
C -0.5662 -2.9098 1.0354
C -3.1039 -1.3562 -2.7413
C 0.6441 -2.7044 0.3920
H 0.0786 1.0019 -0.6530
H -2.7034 -2.7555 0.8902
C 0.6494 -2.1900 -0.9018
C 2.6976 0.6522 3.9054
H 3.7489 -4.1122 0.3745
H -4.1586 -1.4691 -3.0060
H -0.5037 -1.4842 -2.5471
H 2.5439 -2.1272 1.1834
C 0.1301 1.4735 0.3186
O -2.9933 -1.8659 -1.4358
```

Löwdin population analysis, charges in e, atoms 1 to 4:
1. O 0.068
2. N 0.024
3. H 0.075
4. H 0.114